(1)
DFT (ωB97M-V with the def2-TZVPD basis set) results for C2H2FN3 in the gas phase.

Last column: Löwdin charge in e.
Positions of all 8 atoms, in Å:
1 F -2.0246 -0.0271 0.0047  0.12
2 C -0.7016 0.0267 -0.0294  -0.35
3 N 0.0508 -1.0634 -0.0101  0.09
4 N 1.3507 -0.6994 0.0063  -0.03
5 N 1.4235 0.5690 -0.0049  0.00
6 C 0.1404 1.0875 -0.0300  -0.07
7 H -0.1491 -2.0205 -0.0132  0.14
8 H -0.0901 2.1273 0.0766  0.10

Values from the calculation:
Lowest unoccupied orbital energy: 0.809 eV
E_HOMO: -10.0 eV
HOMO-LUMO gap: 10.848 eV
SMILES string: Fc1cnn[nH]1
Energy relative to the best compared isomer or geometry (same formula, charge and spin): 18.10 kcal per mole

---

(2)
DFT (ωB97M-V with the def2-TZVPD basis set) results for a molecular structure, C22H22ClN5O14S2Ti.

Last column: Löwdin charge in e.
Positions of all 67 atoms, in Å:
1 C -0.5618 -0.8852 -4.0115  -0.19
2 C 2.3169 -2.8893 1.4386  -0.03
3 O -3.4019 -1.1007 2.1286  -0.27
4 O -4.1972 -0.6507 -0.0370  -0.30
5 O 0.6460 2.0444 7.4625  -0.15
6 O 0.3657 1.2522 -2.8296  -0.28
7 N 0.7883 2.6228 6.3275  -0.44
8 H 3.4238 -2.9201 3.9526  0.08
9 C 0.5650 1.8939 5.1712  -0.20
10 H 0.0587 0.1158 6.2428  0.10
11 C -0.0912 -3.0158 -5.7553  -0.08
12 O 0.0383 -3.3492 -1.4130  -0.28
13 C -0.8400 -1.9283 -6.1779  -0.09
14 O -1.5220 0.1332 -1.7905  -0.42
15 O 0.4256 1.7283 0.3823  -0.08
16 C -3.3364 2.8238 -1.2006  -0.09
17 H 4.8794 -2.6444 0.4959  0.09
18 H -2.5252 5.3426 -3.8268  0.09
19 H 2.3977 -1.4800 3.8303  0.07
20 S 0.8962 -2.3330 -1.9693  0.49
21 C 3.4427 -2.0164 1.9982  -0.58
22 O 1.1235 3.8516 6.2174  -0.14
23 H 4.8994 -3.6024 1.9869  0.08
24 O -2.0481 -1.6328 0.2524  -0.36
25 C 0.4819 1.6904 2.7562  -0.14
26 H -0.3153 -1.2709 4.2005  0.12
27 H 2.3916 -3.8809 1.8922  0.09
28 H 2.4087 -2.9979 0.3589  0.06
29 C -1.0692 -0.8763 -5.3098  -0.06
30 H -4.8318 1.0235 -2.2000  0.08
31 H -1.6494 -0.0184 -5.6165  0.10
32 N -2.3431 3.6425 -0.9536  0.10
33 O 0.0193 -0.4347 1.7670  -0.19
34 C -2.7587 4.5993 -3.0720  -0.15
35 H -1.2461 -1.8958 -7.1814  0.10
36 H 5.6232 -1.9827 1.9644  0.08
37 C 3.3621 -0.6478 1.4515  -0.17
38 C 0.1891 -1.9821 -3.5857  -0.20
39 H 1.0029 -3.8751 -4.1231  0.11
40 H -5.1125 1.7505 -3.6826  0.09
41 H -3.5969 2.0978 -0.4415  0.09
42 H -1.1783 5.1751 -1.7293  0.09
43 C 0.1827 0.5307 5.2526  0.01
44 C 0.7036 2.4673 3.9117  0.04
45 N -3.7659 3.7632 -3.3473  0.11
46 C 3.3472 -1.9176 3.5254  -0.03
47 H 0.9928 3.3230 1.4402  0.14
48 N -4.9944 1.8937 -2.6905  0.13
49 O 0.8635 -1.0742 -1.1757  -0.41
50 H 1.3389 -2.4681 1.6638  0.08
51 Cl -3.0507 -0.7209 0.8075  0.72
52 C 0.6438 2.2859 1.4779  -0.12
53 O 2.2618 -2.7185 -2.2349  -0.31
54 O -1.8677 1.3383 -3.8531  -0.30
55 N 3.3985 0.4271 1.0485  0.21
56 H 0.0985 -3.8477 -6.4224  0.10
57 H 4.1518 -1.3019 3.9302  0.09
58 H 0.9788 3.5099 3.8386  0.11
59 Ti -0.4258 -0.0049 -0.0418  1.11
60 C -4.0163 2.8407 -2.4327  -0.40
61 C -2.0258 4.5257 -1.9080  -0.15
62 O -2.3746 0.6001 0.8207  -0.39
63 C 0.1420 0.3217 2.8448  -0.32
64 C 0.4146 -3.0362 -4.4693  -0.07
65 C -0.0205 -0.2311 4.1294  -0.02
66 C 4.8035 -2.5926 1.5821  -0.05
67 S -0.9011 0.6097 -3.0686  0.51

Values from the calculation:
Lowest unoccupied orbital energy (spin up / spin down): 4.068 / 4.068 eV
E_HOMO (spin up / spin down): -0.3 / -3.4 eV
HOMO-LUMO gap (spin up / spin down): 4.415 / 7.492 eV
Net charge: -2
Energy relative to the best compared isomer or geometry (same formula, charge and spin): 11.67 kcal per mole
Spin multiplicity: 3

---

(3)
DFT (ωB97M-V with the def2-TZVPD basis set) results for 2 unconnected molecules or ions with the total composition C2H8FNP2.

Last column: Löwdin charge in e.
Positions of all 14 atoms, in Å:
1 H -0.5566 0.6792 -3.4588  0.08
2 P -0.2015 -0.6572 3.6987  0.54
3 P -1.0613 -0.8497 1.6194  0.61
4 N 0.0930 -0.0618 0.7651  -0.31
5 H 0.2776 0.8328 1.1697  0.01
6 H 0.1539 0.1844 -0.2667  0.04
7 C 0.5423 0.6681 -3.1544  -0.09
8 H 0.6404 -1.2397 -2.2513  0.05
9 C 1.1573 -0.3169 -2.5186  -0.12
10 F -2.4201 0.4022 1.9366  -0.52
11 H 2.2553 -0.2671 -2.4097  0.06
12 H 1.0567 1.5989 -3.2947  0.04
13 H -0.7769 0.5279 4.0971  -0.18
14 H -1.1603 -1.5011 4.0676  -0.23

Values from the calculation:
Lowest unoccupied orbital energy: 0.810 eV
E_HOMO: -9.1 eV
HOMO-LUMO gap: 9.956 eV
SMILES string: NP(F)#[PH2].C=C
Energy relative to the best compared isomer or geometry (same formula, charge and spin): 10.53 kcal per mole

---

(4)
DFT (ωB97M-V with the def2-TZVPD basis set) results for a molecular structure, C25H48N6O5STl.

Last column: Löwdin charge in e.
Positions of all 86 atoms, in Å:
1 N 3.9241 -4.4647 -0.2577  0.01
2 S 2.5269 -4.0553 -2.6262  0.43
3 H 2.1618 3.3785 -0.6910  0.13
4 H 2.5504 -4.4584 1.1132  -0.02
5 H -4.2166 0.2442 3.7817  0.07
6 C 5.1546 -4.0737 0.2696  -0.14
7 H -5.6357 1.4003 0.0207  0.08
8 H -2.2804 1.9418 1.7111  0.13
9 N 0.1873 0.9072 -1.9868  -0.13
10 C 0.6608 3.4848 1.3413  -0.04
11 H -4.4508 3.4651 0.1990  0.09
12 C -3.2754 -0.0881 3.3744  -0.06
13 H -1.0468 3.3192 -1.1032  0.06
14 H 0.2285 3.1307 2.2486  0.06
15 H 5.5900 -3.1414 -3.7414  0.08
16 C 2.2726 -3.1824 2.5542  -0.12
17 C -3.3631 -2.4345 -0.0147  -0.52
18 C 3.8442 -4.0212 -1.4820  -0.82
19 H -2.6276 0.6485 3.8857  0.08
20 H 2.4284 2.0863 2.6597  0.08
21 C -2.2758 1.2820 -2.2931  -0.20
22 H -3.0560 -1.0504 3.8204  0.08
23 N 4.9484 -3.2711 -1.7232  -0.15
24 C 5.1617 -2.5273 -2.9490  -0.07
25 H 0.6554 -0.9897 -2.6644  0.10
26 C -0.2290 3.4377 -1.8356  -0.04
27 H -0.0947 3.9525 0.7327  0.06
28 H 0.8599 0.4412 2.7941  0.12
29 H -0.7734 3.5378 -2.7471  0.06
30 H 1.4357 2.3463 -2.6501  0.14
31 H -2.6767 3.5212 0.2169  0.07
32 H 1.4318 -2.8754 3.2016  0.07
33 H 6.6827 -2.7228 -0.6299  0.10
34 N -2.3648 0.9578 -0.8711  -0.01
35 H -2.6939 -0.7761 -0.8182  0.11
36 H 0.2951 4.3494 -1.6384  0.08
37 H -3.6221 3.3709 -1.3676  0.07
38 C 2.4951 1.8750 1.5790  -0.04
39 C -0.7732 -0.7386 2.1983  -0.15
40 O 3.3822 -0.2510 -1.5799  -0.01
41 C -3.2191 1.3576 1.3644  -0.10
42 H 5.8937 -1.7017 -2.7715  0.10
43 C 1.6703 2.3969 -0.6501  -0.11
44 O -3.2370 -1.6318 -1.0591  0.05
45 H 3.3163 2.4619 1.1185  0.09
46 O -4.2753 -3.2670 0.0571  0.05
47 H 4.2126 -2.1126 -3.2234  0.03
48 C 2.2117 -0.5674 -1.3793  -0.71
49 C -4.8113 0.9434 -0.5701  -0.03
50 H -2.6234 -2.7643 1.9712  0.13
51 O 1.8150 -4.2870 1.7060  -0.26
52 C -0.9622 0.8213 -2.8620  -0.18
53 H 1.7392 0.3154 -3.3293  0.14
54 H -5.0753 1.2310 -1.5937  0.07
55 H -3.0907 0.7227 -2.7432  0.12
56 H -0.1311 -1.4765 1.7022  0.10
57 H -4.1084 1.8246 1.8573  0.13
58 H -0.7173 1.3843 2.7460  0.10
59 O 1.7490 -1.3274 -0.4752  -0.20
60 H 5.4631 -4.2260 1.2608  0.07
61 H 2.7812 0.8629 1.3730  0.08
62 H -0.9669 -1.0913 3.1990  0.10
63 H 2.4748 1.6663 -0.7556  0.09
64 C 0.7222 2.2698 -1.8234  -0.32
65 C -2.3098 -2.2110 1.0868  -0.11
66 C 1.1905 -0.0675 -2.4218  -0.10
67 Tl 0.6536 -3.7064 -0.8076  0.73
68 N -2.0039 -0.8157 1.3583  -0.11
69 H 0.3193 0.3992 0.2856  0.08
70 H 2.5934 -2.3420 1.9312  0.07
71 H 3.0689 -3.4808 3.2041  0.06
72 C 1.2060 2.1950 0.7860  -0.56
73 H -2.4785 2.3126 -2.5204  0.07
74 C -3.1364 -0.0799 1.8787  -0.36
75 H -1.4131 -2.6160 0.6048  0.02
76 C 5.7873 -3.2950 -0.6439  -0.08
77 H -0.8018 1.2688 -3.8509  0.13
78 H -4.9540 -0.1987 -0.5254  0.10
79 H -1.5134 1.2053 -0.3739  0.08
80 C -3.4534 1.5773 -0.1425  -0.56
81 N 0.1826 1.1612 0.9031  0.01
82 H 1.4882 4.1311 1.6497  0.09
83 C -0.0824 0.6157 2.2300  -0.18
84 C -3.5367 3.0984 -0.3163  -0.05
85 H -1.0322 -0.3028 -2.9682  0.13
86 H -4.0272 -0.6098 1.5018  0.14

Values from the calculation:
Lowest unoccupied orbital energy: 2.493 eV
E_HOMO: -4.6 eV
HOMO-LUMO gap: 7.081 eV
Net charge: -1
Energy relative to the best compared isomer or geometry (same formula, charge and spin): 0.00 kcal per mole